{
  "formula": "C5H8N2",
  "method": "the ωB97M-V functional and the def2-TZVPD basis",
  "e_above_lowest_kj_mol": 261.0,
  "e_homo_ev": -10.23,
  "homo_lumo_gap_ev": 10.668,
  "smiles": "[H]/N=C(/C)[C@@H](C)C#N",
  "species": ["H", "N", "C", "C", "C", "C", "C", "N", "H", "H", "H", "H", "H", "H", "H"],
  "positions_angstrom": [[0.5176, 0.1858, -2.1419], [0.8660, -0.5877, -1.5443], [0.5139, -0.5980, -0.3428], [1.2184, -1.5724, 0.5411], [-0.4885, 0.3645, 0.2777], [-0.2810, 1.8299, 0.2485], [-2.0608, -0.1619, -0.4627], [-3.0712, -0.6203, -0.7945], [2.2279, -1.6005, 0.4903], [0.7464, -1.3252, 1.4388], [0.8747, -2.5391, 0.3218], [-0.7269, 0.0690, 1.3745], [0.8643, 1.8524, 0.4779], [-0.9088, 2.4374, 0.8861], [-0.2918, 2.2661, -0.7706]],
  "atomic_forces_ev_per_a": [[-0.350, -0.638, 0.596], [0.430, 0.941, -1.541], [0.833, 0.669, -0.839], [-3.778, 0.642, -0.130], [-4.793, -2.575, 0.866], [3.067, 0.482, -1.564], [2.364, 0.769, 1.478], [0.873, 0.493, 0.152], [3.089, 0.515, -0.012], [0.446, -0.171, 2.400], [-0.544, -1.512, -0.505], [0.464, 0.282, -1.892], [-1.931, 0.675, 0.253], [0.102, -0.201, 0.316], [-0.272, -0.371, 0.420]]
}

=====

{
  "formula": "C12H14N2O2S2",
  "method": "the ωB97M-V functional and the def2-TZVPD basis",
  "e_above_lowest_kj_mol": 153.2,
  "e_homo_ev": -8.49,
  "homo_lumo_gap_ev": 8.538,
  "smiles": "CC[C@]1(C)Cc2sc3c(=O)[nH]c(=S)[nH]c3c2CO1",
  "species": ["C", "C", "C", "C", "C", "C", "S", "C", "C", "O", "N", "C", "S", "N", "C", "C", "C", "O", "H", "H", "H", "H", "H", "H", "H", "H", "H", "H", "H", "H", "H", "H"],
  "positions_angstrom": [[3.9284, -1.6436, 1.1432], [2.7722, -2.1091, 0.2676], [1.4760, -1.2788, 0.3621], [0.8638, -1.5084, 1.7758], [0.4470, -1.7534, -0.7398], [-0.6277, -0.7256, -0.9132], [-2.2537, -1.0027, -1.6293], [-2.7020, 0.6572, -1.2954], [-4.0492, 1.3167, -1.4417], [-5.0259, 0.8040, -1.9725], [-4.2044, 2.5952, -0.9724], [-3.0916, 3.2948, -0.5207], [-3.2606, 4.8836, -0.0751], [-1.8408, 2.7207, -0.4589], [-1.6613, 1.3626, -0.7289], [-0.4522, 0.5708, -0.5118], [0.7833, 1.0573, 0.1802], [1.8697, 0.0860, 0.1757], [4.2614, -0.6574, 0.8586], [4.6927, -2.3928, 1.0334], [3.6766, -1.6851, 2.1882], [2.5576, -3.1623, 0.4332], [3.1405, -1.9311, -0.7529], [1.4280, -0.9814, 2.5554], [-0.1433, -1.1191, 1.8344], [0.7784, -2.5765, 1.9949], [1.0140, -1.8432, -1.6883], [0.0320, -2.7400, -0.4883], [-5.0299, 3.1206, -1.2927], [-1.0523, 3.2970, -0.1638], [0.5624, 1.4032, 1.2036], [1.1110, 1.9408, -0.3606]],
  "atomic_forces_ev_per_a": [[-0.697, -0.639, 0.131], [0.027, 1.265, -0.940], [-0.491, -0.895, 0.995], [-0.015, 0.455, -0.396], [0.798, 0.317, -0.142], [-1.035, 0.706, -0.229], [0.981, 0.777, 0.849], [-0.225, 0.811, 0.605], [-0.924, -2.139, -1.491], [0.835, -0.263, 0.247], [2.631, 0.279, 0.337], [-0.088, 1.985, 0.301], [0.011, -0.033, -0.057], [-0.663, -1.083, 0.006], [0.201, -0.652, -0.454], [-1.288, -0.206, -0.051], [0.450, -0.588, -0.006], [-1.230, 0.643, -0.343], [0.201, 0.162, 0.037], [0.730, -0.002, -0.210], [-0.192, 0.309, 0.569], [-0.116, -0.051, -0.140], [-0.213, -0.573, -0.067], [0.118, -0.333, -0.233], [-0.416, 0.206, -0.086], [0.258, 0.124, 0.012], [-0.306, -0.107, 0.362], [0.182, 0.278, -0.005], [0.651, -0.376, 0.573], [-0.779, -0.071, -0.028], [0.017, -0.341, -0.077], [0.586, 0.037, -0.069]]
}

=====

{
  "formula": "C4H14NO2",
  "method": "the ωB97M-V functional and the def2-TZVPD basis",
  "e_above_lowest_kj_mol": 155.0,
  "e_homo_ev": [-19.81, -19.62],
  "homo_lumo_gap_ev": [12.497, 4.268],
  "charge": 2,
  "spin_multiplicity": 2,
  "s_squared": 0.757,
  "species": ["C", "N", "C", "C", "C", "H", "H", "H", "H", "H", "H", "H", "H", "H", "H", "H", "H", "O", "H", "H", "O"],
  "positions_angstrom": [[-0.0087, 1.0318, 0.3883], [-0.5063, 0.7686, -1.0403], [0.5849, 0.1243, -1.8695], [1.6744, -0.1714, -0.8299], [1.5041, 0.8511, 0.2683], [-0.3543, 1.9960, 0.8005], [-0.5404, 0.3360, 1.0872], [-0.7606, 1.6735, -1.4420], [-1.2563, 0.0776, -0.8813], [0.9299, 0.8748, -2.5760], [0.2988, -0.7399, -2.4599], [1.5298, -1.1468, -0.3787], [2.6844, -0.0873, -1.2293], [2.0112, 1.8320, 0.1147], [1.9085, 0.5752, 1.2428], [-1.8519, -2.1576, 0.0373], [-2.3895, -2.1029, -1.3943], [-1.7528, -1.6990, -0.7869], [-1.6160, -0.3316, 3.1875], [-0.1545, -1.0324, 3.6437], [-0.6521, -0.2656, 3.2474]],
  "atomic_forces_ev_per_a": [[1.495, 0.801, -1.219], [-0.037, -0.107, 1.260], [1.333, 0.517, 0.349], [0.539, 0.920, -0.330], [-2.033, -0.518, 0.734], [0.010, -0.049, -0.327], [0.278, -0.517, 0.360], [-0.673, -0.409, -0.118], [-0.652, 0.068, -0.897], [0.018, 0.114, 0.012], [-0.622, -0.047, 0.382], [0.113, -0.522, 0.062], [-0.081, -0.440, -0.223], [-0.014, 0.056, -0.224], [0.430, -0.076, 0.276], [-0.203, -0.605, 0.545], [0.054, 0.026, 0.054], [0.127, 0.676, -0.542], [-0.471, -0.676, 0.527], [-0.964, 0.212, -0.205], [1.355, 0.578, -0.476]]
}